ORCA calculation (ωB97M-V/def2-TZVPD) on a molecular structure, C26H19AsI2N4O7PdS at a distorted geometry.

Its HOMO-LUMO gap (spin up / spin down) is 3.1 / 3.1 eV. The LUMO energy (spin up / spin down) is -2.75 / -2.75 eV.

```
61
Properties=species:S:1:pos:R:3:mulliken_charge:R:1
Pd 1.96 -2.88 -1.01 0.2278
O 4.80 -5.63 0.24 -0.5687
As 5.19 -3.86 0.29 0.8319
O 6.72 -3.71 -0.15 -0.8093
O 4.09 -3.27 -0.79 -0.3959
C 4.83 -3.40 2.14 -0.2648
C 5.77 -3.13 3.08 -0.0748
C 5.39 -2.92 4.41 -0.6522
C 4.03 -2.88 4.76 -0.3541
C 3.05 -3.09 3.85 -1.5145
C 3.39 -3.52 2.47 1.0517
S 2.43 -4.44 0.71 1.1209
O 3.00 -4.87 2.25 -0.4081
O 0.99 -4.63 0.68 -0.6132
O 2.62 -2.89 1.46 -0.2164
H 5.63 -6.11 0.15 0.2660
H 6.81 -3.08 2.77 0.4830
H 6.15 -2.76 5.16 0.3702
H 3.76 -2.66 5.79 0.3971
H 2.00 -2.99 4.08 0.3864
C -6.17 8.12 -0.79 -0.8397
O -6.53 6.75 -0.83 -0.4543
C -5.56 5.82 -0.84 0.8824
C -5.99 4.49 -0.86 -0.7668
C -5.09 3.46 -0.86 -0.4790
C -3.72 3.72 -0.85 0.4298
C -3.28 5.04 -0.83 -0.8648
C -4.19 6.09 -0.83 -0.3748
C -2.73 2.66 -0.86 0.2579
N -1.43 2.84 -0.89 -0.7901
C -0.88 1.59 -0.92 0.5146
C -1.90 0.63 -0.92 -0.0874
N -3.06 1.33 -0.87 -0.1246
C -1.67 -0.76 -1.00 0.6226
C -2.66 -1.75 -1.02 -0.3594
C -2.30 -3.06 -1.17 -1.1235
C -0.95 -3.38 -1.35 -0.1053
N 0.01 -2.46 -1.31 -0.2978
C -0.31 -1.16 -1.11 0.3827
C 0.75 -0.19 -1.03 0.3673
N 2.02 -0.64 -1.04 -0.4595
C 3.03 0.20 -0.96 -0.4081
C 2.85 1.58 -0.88 -0.9296
C 1.57 2.09 -0.88 -0.2818
C 0.48 1.20 -0.95 0.4215
H -7.11 8.67 -0.77 0.2403
H -5.60 8.41 -1.68 0.3392
H -5.60 8.35 0.11 0.3422
H -7.05 4.30 -0.88 0.4229
H -5.47 2.44 -0.88 0.2717
H -2.22 5.23 -0.83 0.4808
H -3.81 7.10 -0.83 0.4065
H -3.99 0.95 -0.87 0.1716
H -3.70 -1.47 -0.90 0.4302
H -3.03 -3.85 -1.19 0.4402
H -0.65 -4.40 -1.52 0.3536
H 4.02 -0.24 -0.96 0.5223
H 3.71 2.24 -0.83 0.4342
H 1.37 3.14 -0.83 0.5985
I 2.37 -5.31 -1.71 0.3686
I 1.87 -7.05 -3.90 -0.2185
```